The following is a DFT calculation (ωB97M-V/def2-TZVPD) of 14 unconnected molecules or ions with the total composition C56H77N7O21.

HOMO level ... -8.02 eV
Multiplicity ... 1
LUMO ... 0.15 eV
Total charge ... 0

Each line ends with the Mulliken charge.
Geometry (Å):
H -2.339 1.460 -3.414  0.225
H 3.847 -1.127 -2.255  0.051
O -4.561 4.233 -1.454  -0.543
H -0.697 -2.538 5.155  0.454
N 1.176 4.439 -1.018  0.289
H 3.727 -2.231 0.202  0.651
H -3.442 2.564 2.890  -0.274
H -4.101 -1.051 1.642  0.808
H -1.717 -0.320 2.590  -0.396
H -4.730 -0.382 5.732  0.459
H -0.710 1.973 3.502  -0.088
C 0.154 4.254 -2.981  -0.955
C -3.147 -1.821 -5.351  0.587
C 1.807 -7.391 -1.179  -1.130
H -7.236 2.442 1.174  0.363
C -2.587 7.917 1.774  -0.635
H -2.330 1.205 0.492  -0.022
C 4.474 -2.938 -0.119  0.832
C 0.642 -4.631 2.955  -0.407
O -0.563 -0.641 -0.463  -0.123
C 1.761 -5.415 -0.140  0.487
H 5.373 -3.359 1.873  0.433
H 7.303 1.318 -2.251  0.409
C -6.449 3.192 1.215  -0.498
C -0.294 4.108 3.710  1.315
H 1.473 -2.961 1.610  0.499
H -0.883 2.649 5.124  0.586
H 3.856 -5.110 -0.233  0.711
H -5.086 2.516 3.623  0.484
H 1.434 -4.510 0.342  -0.113
C 1.513 4.007 -3.185  -0.666
H 4.709 2.254 2.535  0.289
H -0.272 5.805 5.074  0.409
C 5.297 -3.585 0.821  -0.970
C 3.470 2.036 0.795  0.738
C -0.241 -3.079 4.344  -0.468
H -3.405 -0.726 -2.645  -0.949
C 0.448 5.140 4.593  -0.631
O 4.523 -3.848 -5.136  -0.622
C -4.994 3.787 -0.440  0.381
H 3.594 1.568 -0.182  -0.905
H -5.092 1.472 1.195  0.101
O -4.241 3.196 0.492  0.206
C 4.372 1.450 1.881  0.218
H -5.351 -0.005 -4.669  0.256
H -1.895 6.500 3.215  0.288
H 0.257 -2.851 -5.573  0.474
H -2.583 -2.787 2.691  0.111
H 3.155 3.928 -1.681  0.701
C -3.528 -0.326 -3.660  2.084
C -2.348 5.760 1.129  0.969
C -0.826 0.717 -0.896  1.290
O -2.581 -0.923 -4.523  -0.314
H -0.577 4.248 -3.775  0.537
H -1.603 -4.695 -0.459  -0.306
H -1.319 4.452 3.578  -0.308
N 0.428 -2.448 3.331  0.508
H 6.425 -0.976 -2.049  0.255
H -1.234 -3.778 2.149  0.283
C 0.995 -6.443 -0.569  -0.661
C 6.267 1.076 -2.407  -1.011
C -3.861 -0.741 2.647  -1.645
O -2.606 -2.393 -6.249  -0.552
C 0.626 -1.045 -0.936  -0.505
C 5.557 0.633 1.400  -1.146
H 0.740 2.406 4.525  0.514
C -2.688 6.510 0.041  -0.870
O 1.239 5.811 3.632  -0.408
H 0.286 -1.745 -4.240  0.222
H 6.979 -5.043 0.456  0.438
O 2.153 1.780 1.284  0.305
C 2.181 0.826 2.191  -0.302
N 5.872 -4.343 -1.192  0.201
N 3.079 -5.715 -0.443  0.045
H 6.300 -4.927 -1.886  0.216
C -0.272 2.664 4.216  -1.654
C 6.160 -4.414 0.145  -0.782
H 0.908 -5.427 -4.773  0.270
H -0.903 4.757 -1.056  0.240
C -2.231 6.680 2.204  -1.410
C 4.845 -3.440 -1.362  -1.560
H 1.312 4.654 -0.038  0.229
H -1.762 -1.858 0.563  -1.330
C -5.090 2.532 1.444  0.731
C -2.257 -3.474 1.914  -1.344
H 5.999 0.074 2.225  0.395
H 0.996 -5.516 2.452  0.672
C 1.510 -5.032 -3.954  0.148
C 1.392 -3.496 -3.816  2.837
H -4.013 1.671 -2.968  0.386
H -1.954 -0.162 5.258  0.624
H 1.201 -5.475 -3.012  -0.028
H 0.261 1.658 -2.413  0.141
H 4.048 -7.462 -1.241  0.461
H 5.149 2.947 -2.662  0.501
H -5.488 -1.224 -3.399  0.345
H 0.999 1.816 -0.799  -1.196
C 0.522 1.132 -1.498  1.629
C 0.952 -3.355 2.468  -0.907
H -2.856 6.301 -1.003  0.545
H -2.888 -4.363 1.916  0.472
O -4.482 -1.848 -5.127  -0.336
H 6.340 1.322 1.076  0.456
H -3.389 8.554 -0.053  0.196
O 0.450 4.114 2.491  0.398
H -4.364 3.971 2.930  0.617
O -3.675 -2.613 0.249  -0.464
C -2.642 -0.346 3.144  2.033
H 3.659 3.104 0.706  0.488
H -0.544 -5.183 4.756  0.447
O 2.905 -5.193 -4.320  -0.341
H 1.951 3.711 -4.124  0.468
C 1.373 5.071 2.525  0.215
H 1.051 4.758 5.422  0.294
C 5.176 1.871 -2.589  -0.733
C -1.303 1.514 0.298  1.031
C -1.783 -3.643 -0.677  2.040
H -3.486 1.603 -4.688  0.504
H -0.066 -6.516 -0.385  0.513
O 2.585 -3.034 -4.438  -0.460
H 4.515 -3.211 -2.362  0.283
O -5.023 -2.884 -1.534  -0.639
O 1.212 0.279 2.636  -0.469
O 2.193 5.270 1.672  -0.622
O 1.205 -0.091 -1.688  -0.131
H 1.439 -8.348 -1.516  0.448
H -2.495 8.862 2.282  0.440
C -2.268 -2.823 0.512  2.639
C -3.360 1.180 -3.690  -1.834
H 0.485 -1.443 3.235  0.267
H -0.731 -3.199 -4.144  0.359
C -3.963 -3.001 -0.989  0.386
H -0.655 1.325 1.153  -1.265
H -0.933 -3.185 -1.179  -0.901
C 4.011 1.037 -2.577  0.001
H 5.342 -0.048 0.577  0.003
H -5.715 -0.976 3.569  0.242
N -2.995 7.793 0.467  -0.024
H -2.142 4.703 1.105  0.511
H -6.614 3.873 2.050  0.308
C 3.112 -6.979 -1.021  -0.576
C -2.764 -0.219 4.550  -0.986
C -0.150 -4.428 4.090  -0.999
H 2.987 1.341 -2.694  0.673
O -2.884 -3.519 -1.618  -0.363
H -1.323 2.583 0.086  -0.359
C 0.228 -2.808 -4.485  -2.098
O -6.288 3.826 -0.048  -0.391
N 5.800 -0.221 -2.267  0.264
N -4.756 -0.703 3.679  0.106
O 1.071 -2.139 -0.798  0.284
C -4.110 -0.424 4.852  -1.206
C 4.447 -0.252 -2.428  -0.500
C -0.035 4.478 -1.631  -0.291
C -4.480 2.892 2.798  -1.346
C 3.441 -4.026 -4.638  0.547
H 1.368 -3.236 -2.754  -1.288
H -1.581 0.640 -1.680  -1.101
O 3.444 0.595 2.606  -0.445
C -4.843 -0.851 -4.190  -0.310
C 2.133 4.145 -1.948  -0.658

***

The following is a DFT calculation (ωB97M-V/def2-TZVPD) of 14 unconnected molecules or ions with the total composition C56H77N7O21.

HOMO level ... -9.46 eV
Multiplicity ... 1
LUMO ... -1.15 eV
Total charge ... 0

Each line ends with the Mulliken charge.
Geometry (Å):
H -3.400 2.333 -3.389  0.197
H 0.858 5.844 7.634  0.288
H 5.797 1.070 -1.244  0.502
H 2.870 6.011 2.162  0.540
H 1.001 2.126 7.049  0.399
H -1.092 -7.709 -1.714  0.391
H 0.397 -0.853 0.627  -0.187
H -1.043 -8.073 -4.141  0.573
H 5.263 3.391 -0.431  0.353
O -2.976 -0.863 4.583  -0.506
O -2.261 5.276 -1.741  -0.499
O -2.563 -4.614 -6.051  -0.537
H -0.022 -3.976 -4.801  0.344
N 3.448 5.443 -0.485  1.231
H -4.209 -2.676 3.196  0.386
C -0.197 -4.795 -4.118  0.321
O 2.670 -2.960 -3.539  -0.620
H -4.721 1.935 -1.205  0.110
C 3.778 -1.331 0.096  -0.898
H -1.790 2.373 3.005  0.141
C -0.895 -6.830 -2.356  -0.502
H -3.408 0.145 -5.978  0.364
H -4.752 -4.497 -0.245  0.280
C -0.843 -7.111 -3.761  -0.742
C 0.011 -5.847 2.434  -0.466
C -0.753 -5.568 -1.917  -0.315
H 0.384 4.730 2.713  -0.032
C 3.581 -1.228 -2.302  -0.220
C 5.322 2.958 1.552  -0.412
H -3.653 -1.179 5.180  0.300
C -3.156 -0.512 -5.176  -0.639
O 1.952 -3.029 1.849  -0.466
C -4.888 3.360 -2.718  -0.081
C 3.443 5.080 1.988  -0.374
H 1.594 3.279 0.048  -0.501
C -4.391 -4.649 -1.329  -0.748
H 5.196 2.773 3.665  0.708
H -1.629 -2.085 -5.029  0.239
H -2.248 4.000 3.125  0.570
C -0.128 3.858 3.270  0.513
O -0.224 -3.120 -1.032  -0.245
H 2.139 -7.342 -0.365  0.367
C -0.407 2.731 -0.461  0.043
H -0.864 1.171 5.706  0.508
C -3.615 -5.107 -3.919  -0.337
N -0.150 -3.228 -2.266  1.173
C 4.865 3.297 2.833  -0.762
H 2.533 1.439 -4.675  0.331
H -2.504 -1.922 -6.603  0.415
O 0.302 -3.232 3.157  -0.510
O -3.145 -0.357 -0.886  -0.580
H -5.473 3.739 -3.545  0.289
H -0.867 4.696 4.937  0.283
C -4.469 -5.950 -1.836  -0.388
C 1.000 -5.103 1.863  0.370
H -1.273 -0.884 -6.160  0.568
H -0.807 7.289 -1.124  0.321
H 0.640 6.989 5.328  0.211
N -2.136 -0.556 -0.228  1.226
N -3.259 -5.429 -5.357  1.049
C 3.174 -1.759 -1.093  1.041
H -0.616 4.621 -2.807  -0.107
O 3.107 -1.137 -4.604  -0.671
H 5.180 -0.074 1.045  0.471
C -4.127 -6.138 -3.161  -0.528
H -4.316 -7.067 -3.648  0.495
O 2.775 6.477 -0.300  -0.673
H 0.257 6.004 -0.719  0.048
C -3.470 -3.816 -3.418  -0.306
C -1.142 5.594 -2.418  0.149
H -1.534 3.519 1.670  -0.082
O -2.939 0.170 -3.896  -0.179
O 2.164 5.149 6.156  -0.421
C 2.524 1.227 5.889  -0.372
H 3.471 4.562 3.953  0.771
H 2.631 -5.085 0.322  0.425
H -0.779 3.708 -0.837  -0.238
H -4.771 -6.798 -1.224  0.446
H 1.870 -0.525 3.048  0.268
C -0.452 -6.116 -4.593  -0.689
H -2.362 1.880 -0.917  -0.214
H 3.394 1.631 6.357  0.585
H 0.542 3.012 3.240  -0.325
C 1.652 6.231 6.995  -0.359
H -6.444 2.114 -1.786  0.402
H 2.122 7.880 5.712  0.220
H -2.038 0.569 -3.791  0.122
C 3.880 4.305 3.022  -0.655
O -3.575 3.227 -3.186  -0.466
C 5.139 0.242 -1.133  -0.493
H -1.316 6.163 -3.384  0.421
C -3.897 -3.625 -2.117  0.100
C -5.343 2.089 -2.089  -0.767
H -2.846 -3.758 2.985  0.173
C 4.833 3.666 0.530  -0.451
O 4.192 -0.206 3.108  -0.541
H -1.504 -2.277 4.588  0.236
N 1.028 -3.710 2.321  0.800
O -0.161 1.015 -4.662  -0.583
H 2.501 6.521 7.585  0.303
C -2.319 -1.960 3.967  0.953
C 4.766 -0.318 0.074  -0.765
C -1.482 3.393 2.744  -0.614
H -4.751 4.146 -1.930  0.252
H 0.667 8.180 6.742  0.353
H -3.536 -3.636 4.643  0.456
C 2.686 0.526 4.709  -0.236
C 1.818 -5.624 0.816  -0.179
H -3.810 -2.635 -1.657  0.582
C -0.351 -4.557 -2.804  -0.516
H 2.456 -2.603 -1.033  -0.102
C 0.859 2.476 -0.001  0.082
H -0.827 -7.789 2.706  0.402
H -0.254 -6.279 -5.689  0.320
H 1.654 3.024 -4.597  0.323
H 0.493 6.909 -2.243  0.353
H -1.905 -1.632 3.022  -0.666
C -1.369 1.743 -0.549  0.021
O -3.639 -6.496 -5.749  -0.632
C -3.344 -3.090 3.714  -1.289
H 0.318 0.353 -5.121  0.248
C 4.539 -0.203 -2.335  -0.665
C 1.135 1.213 0.524  0.063
H 6.012 2.137 1.427  0.545
H 1.368 4.886 5.582  0.260
C 1.939 2.148 -4.042  -1.239
C -0.166 -7.157 2.113  -0.755
H -3.104 -3.041 -4.068  0.361
C 0.697 1.478 -3.547  1.710
H -5.266 1.226 -2.810  0.104
C 3.924 4.719 0.763  -0.176
C 1.175 1.455 6.241  -0.469
H 2.627 2.328 -3.238  0.237
H -0.499 -0.337 3.865  -0.190
H -0.462 -5.346 3.252  0.591
C 1.196 7.433 6.136  -0.842
H 0.771 0.676 -2.808  -0.275
H -4.023 -1.069 -4.969  0.596
O 3.716 4.975 -1.507  -0.628
C 1.641 0.017 3.966  0.319
C 0.631 -7.747 1.057  -0.684
H 0.527 -8.724 0.647  0.541
H 3.531 -1.764 1.034  0.826
C 0.171 0.200 0.442  0.285
O 0.019 -2.343 -3.068  -0.446
H 0.043 2.212 -3.071  -0.714
O -0.102 4.132 4.699  -0.467
C 0.343 0.173 4.366  0.097
C 0.147 1.025 5.434  -0.722
C 1.556 -6.911 0.428  -0.485
H 4.822 0.203 -3.321  0.420
C -1.051 0.481 -0.136  -0.123
H -0.654 -5.393 -0.840  0.349
H -2.931 4.834 -2.275  0.325
N 3.030 -1.816 -3.562  1.213
C -0.216 6.495 -1.548  -0.956
O 4.988 0.651 4.951  -0.660
C -2.052 -1.421 -5.756  -1.490
O -1.943 -1.538 0.479  -0.545
N 4.042 0.285 4.232  1.002
H 2.110 1.081 0.885  0.647

***

The following is a DFT calculation (ωB97M-V/def2-TZVPD) of a molecular structure, C56H82InN4O4S.

HOMO level (spin up / spin down) ... -0.04 / -1.94 eV
Multiplicity ... 2
Expectation value of S² ... 0.753
LUMO (spin up / spin down) ... 4.03 / 4.02 eV
Total charge ... -2

Each line ends with the Mulliken charge.
Geometry (Å):
C -2.863 2.214 0.930  -0.166
C 2.089 -2.191 1.528  0.067
C 4.425 0.367 -4.241  -0.708
H -0.479 3.026 5.977  0.456
H 7.118 1.093 -4.667  0.372
H -1.634 4.078 5.123  0.280
H -0.636 -0.189 -3.934  0.276
H -2.662 -0.177 -2.761  0.482
H 5.348 -0.672 -7.427  0.457
C -5.383 4.725 2.403  2.109
H 1.960 -1.691 -1.616  -0.434
C 4.665 -0.292 -6.657  -1.744
C 6.068 -1.406 -4.915  -1.705
H 0.497 -3.041 -0.307  0.373
N 0.126 -0.883 -2.059  1.276
H -3.589 0.916 5.521  0.398
H -2.511 -1.107 1.632  0.727
C 1.626 -5.823 5.232  -1.796
H 4.237 0.652 -7.006  0.365
H -0.695 -1.390 2.593  -0.231
C 2.038 3.408 2.317  0.916
H 5.104 2.093 -0.097  0.177
C -3.633 3.170 3.387  -0.474
C 3.880 -4.857 5.596  -2.205
C -1.912 0.508 -2.353  -1.883
C 4.009 3.171 -1.641  3.077
H -2.904 -2.442 0.545  0.413
H 5.225 3.228 4.548  0.401
H 2.389 5.501 2.247  0.429
H -3.355 -1.038 -1.203  0.648
C 4.781 -0.714 1.156  -1.360
H 6.610 -1.279 -3.974  0.341
H 6.165 3.267 -2.008  0.413
H -2.141 1.486 -2.788  0.610
C 5.275 3.898 -2.099  -2.699
H -1.177 -3.602 -0.456  0.408
H -5.362 6.888 2.766  0.458
H -1.481 -0.183 4.412  0.283
C -2.889 1.707 5.808  -2.122
H 3.848 -1.007 -6.543  0.293
H 2.669 4.481 -2.751  0.333
C -2.928 -0.484 -0.364  -1.715
H -2.974 2.463 -1.158  0.496
H -3.891 3.599 4.351  0.048
C 1.879 -3.579 6.307  -1.617
In 0.613 0.525 0.499  0.528
C 3.628 2.191 3.612  -0.339
H 3.111 5.083 -1.133  0.452
H 6.755 -2.529 1.200  0.454
H 0.830 -3.341 6.118  0.339
H 1.942 3.760 -1.296  -0.092
H -0.278 3.360 4.237  0.214
C 2.564 1.128 -2.193  0.135
H 5.320 -2.187 -4.763  0.315
C 2.853 4.186 -1.710  -1.495
H -7.101 5.236 3.631  0.460
C 1.097 -3.454 3.358  -0.653
H -0.502 0.612 5.668  0.631
H 4.878 -0.313 2.171  0.090
H 2.432 -2.636 6.304  0.312
H -5.885 4.271 4.480  0.310
H -3.773 -0.035 0.165  0.594
H 3.352 2.185 0.179  -0.320
H 6.068 -2.421 2.827  0.416
H 6.774 -1.748 -5.684  0.447
C 5.406 -0.081 -5.328  2.317
H 3.893 1.198 3.943  0.448
H -6.941 3.498 3.291  0.367
H 5.407 -2.477 -0.823  0.519
C 4.625 -2.246 1.198  2.964
H 0.119 1.001 -2.854  0.259
C 4.339 3.315 3.934  -0.998
C -2.303 1.962 -0.446  -0.851
C 6.513 0.946 -5.566  -2.180
C 2.336 -3.824 3.865  -0.608
C 3.366 -2.649 1.977  -1.192
C -1.012 3.181 5.030  -1.700
C -0.933 0.731 4.665  -2.062
H 3.187 -1.375 -4.428  0.417
H 4.338 -5.518 4.854  0.389
H -3.888 6.247 1.993  0.309
H 7.175 0.598 -6.366  0.434
S 0.660 3.436 1.329  -0.296
N -0.894 -1.788 0.586  1.684
H 3.915 -0.249 0.689  -0.137
H -2.366 1.391 6.716  0.490
C -6.386 4.413 3.520  -1.759
H 2.046 -6.535 4.514  0.371
C 5.901 -2.817 1.820  -2.666
C -2.326 -1.504 0.644  -1.515
H 6.096 1.913 -5.862  0.389
O 1.661 1.541 -1.338  -0.604
C 2.767 4.574 2.655  -1.357
C -3.912 3.117 1.042  -0.268
H -6.621 3.998 0.766  0.402
H 5.462 2.145 -3.682  0.571
O -1.288 0.800 1.970  0.480
C -4.341 3.613 2.268  -0.342
H 3.639 -2.400 -0.730  -0.145
C -2.189 1.714 2.084  -0.168
C 1.493 -1.207 -2.474  -1.213
C 4.222 2.737 -0.180  -0.912
C 4.532 -2.787 -0.240  -1.360
H 1.960 -4.032 7.303  0.443
C 4.597 1.524 -3.485  0.012
H -6.971 5.662 1.276  0.452
C -6.171 4.934 1.108  -2.129
H 5.423 4.776 -1.465  0.471
C -0.523 0.124 -2.879  -0.477
C -1.866 1.951 4.681  2.906
C 3.715 1.924 -2.484  -0.939
H 3.901 -5.365 6.565  0.440
H 1.642 -6.283 6.228  0.461
H -4.384 3.457 0.124  0.394
H 4.486 -3.882 -0.233  0.373
H 1.461 -1.953 -3.289  0.250
N -2.061 0.568 -0.898  0.861
C 3.333 -0.428 -3.909  -0.773
H 0.585 -5.644 4.957  0.293
C -0.641 -2.101 -1.879  -1.488
H -3.469 2.600 6.056  0.368
H -0.122 0.846 3.948  -0.081
H -5.531 5.319 0.310  0.341
H -4.166 5.972 3.713  0.328
H 4.433 -3.727 3.470  0.626
C -0.485 -2.236 1.933  -1.524
H 4.490 -3.953 5.673  0.380
O 1.870 1.091 2.666  -0.082
C -2.599 2.244 3.352  0.279
N 2.502 2.223 2.857  0.410
H -1.692 -1.900 -2.082  0.594
C -4.660 6.044 2.740  -1.619
H -1.340 2.486 -0.511  0.021
H 4.404 5.466 3.701  0.315
H 0.192 -3.753 3.886  0.364
H 5.876 -3.910 1.873  0.444
O 1.987 -1.401 0.492  0.499
C 2.431 -0.102 -2.905  1.016
C -0.526 -2.711 -0.478  -1.226
C 3.886 4.546 3.452  -0.331
H -1.146 -3.059 2.250  0.550
C 3.452 -3.425 3.127  -0.052
C 0.944 -2.679 2.216  0.641
H 4.363 3.611 0.467  0.441
H 5.194 4.240 -3.137  0.436
C 2.436 -4.519 5.225  2.375
H -0.327 -2.866 -2.605  0.549
H 5.677 -0.443 0.584  0.592